(1)
Below is a structure of composition C8H22AgN2O10S2 in a non-equilibrium geometry, with properties calculated with ωB97M-V with the def2-TZVPD basis set.

E_HOMO (alpha / beta) (eV): 0.2 / 0.3
Multiplicity: 2
HOMO-LUMO gap (alpha / beta) (eV): 3.2108 / 3.0222
<S²>: 0.76
Total charge: -2
E_LUMO (alpha / beta) (eV): 3.5 / 3.3

Structure (XYZ):
```
45
Properties=species:S:1:pos:R:3:lowdin_charge:R:1
C -0.11 3.16 -0.07 -0.3813
C -0.19 -1.26 -5.80 -0.1132
O -0.08 -1.14 -4.37 -0.2407
H 0.09 2.56 -0.95 0.1320
C 1.23 -3.13 -1.43 -0.0716
O 0.14 -4.93 3.28 -0.4322
H 1.24 -2.81 -0.39 0.0875
C 2.60 1.24 1.57 -0.1325
H 0.81 -1.48 -6.18 0.0717
S -0.51 -3.59 3.54 0.1936
H -1.21 -2.22 -1.56 0.0750
C 1.15 3.00 0.92 -0.1311
H -1.58 4.62 -0.87 0.0724
H 1.03 3.55 1.85 0.1287
H -0.03 5.14 -0.90 0.0568
O -1.23 1.23 4.46 -0.5352
H -1.34 3.08 1.47 0.0800
N -0.54 -1.47 -1.64 0.0551
Ag -0.86 -0.39 1.91 0.8174
H 3.35 1.78 1.00 0.0679
O 0.40 -2.46 3.45 -0.2559
C -0.68 4.54 -0.26 -0.1092
H -0.55 -0.44 -6.42 0.0775
H 0.26 -3.24 -4.04 0.1197
H -0.85 5.21 0.57 0.0854
N -1.23 2.51 0.65 0.0182
H -2.10 2.66 0.16 0.0675
C 0.70 -1.99 -2.22 -0.4646
H 0.67 -4.05 -1.61 0.0854
O -1.54 -3.25 2.55 -0.3021
O -1.05 -3.59 4.87 -0.1912
O -2.25 0.00 6.26 -0.4370
H -0.95 -1.02 -2.44 0.0507
O -3.34 1.96 5.44 -0.4658
O 1.26 1.56 1.23 -0.2178
O -3.00 -0.02 3.96 -0.5161
H 1.70 -2.13 -4.11 0.1160
H 2.00 3.40 0.38 0.1035
H 1.35 -1.15 -1.99 0.1313
H 2.74 0.24 1.15 0.0815
S -2.51 0.81 5.09 0.0928
H -0.86 -2.11 -5.94 0.0787
C 0.69 -2.28 -3.74 -0.1195
H 2.90 1.27 2.61 0.0942
H 2.29 -3.39 -1.45 0.0766
```

***

(2)
Below is a structure of composition C40H46BrCl3N2O5ReSSi in a non-equilibrium geometry, with properties calculated with ωB97M-V with the def2-TZVPD basis set.

E_HOMO (alpha / beta) (eV): -7.1 / -8.1
Multiplicity: 4
HOMO-LUMO gap (alpha / beta) (eV): 6.8336 / 6.8765
<S²>: 3.78
E_LUMO (alpha / beta) (eV): -0.2 / -1.2

Structure (XYZ):
```
100
Properties=species:S:1:pos:R:3:lowdin_charge:R:1
H 1.58 2.50 0.10 0.0684
C -3.71 -2.28 -1.46 -0.0725
C 0.58 0.38 4.21 -0.0346
H 4.28 -1.20 -1.67 0.0602
C -1.38 -5.12 3.91 -0.0768
C 4.50 -0.01 1.48 -1.5964
H -5.83 -0.94 -4.40 0.1069
Si 0.84 -1.41 -2.59 -0.1230
H -0.23 -5.44 -1.09 0.0999
O -0.35 -1.93 -3.56 -0.1285
H -0.99 -5.92 4.51 0.1022
C -2.37 -3.06 2.33 -0.0340
C 3.07 -0.02 -4.68 -0.0275
C 4.37 -2.13 -4.27 -0.0213
H 0.06 -3.69 4.60 0.1182
H -0.14 -3.44 1.08 0.0557
H 5.28 -1.67 -4.66 0.0899
H 3.53 0.37 -2.03 0.0492
C -3.59 -0.95 -1.86 -0.1154
Cl 4.52 0.38 3.20 0.6543
H -0.75 5.20 2.45 0.0973
H -2.74 -2.53 -4.63 0.0757
C -4.61 -3.10 -2.12 -0.6760
C 0.44 0.73 6.58 -0.0859
C 0.84 -3.75 0.71 -0.0295
H 1.25 4.72 1.07 0.0977
C -1.34 1.94 1.73 -0.1204
H 1.52 2.01 5.23 0.1041
C 0.71 2.67 0.73 -0.1473
C 3.10 -0.07 1.05 -0.2775
C -0.21 1.65 0.96 -0.3488
C 2.24 -4.10 -1.32 -0.0202
H 0.70 1.31 7.46 0.1015
C -0.73 -1.27 -5.81 -0.0129
H -3.10 -2.65 -0.65 0.0855
H -6.08 -3.29 -3.67 0.0997
C -5.38 -2.63 -3.17 -0.1335
C -0.59 -2.46 -4.86 -0.6224
H 0.91 0.70 3.23 0.0823
C 0.54 -3.37 -5.31 -0.0186
C 0.52 3.94 1.27 -0.0970
H 2.40 -5.13 -1.00 0.0953
H 1.50 -2.85 -5.31 0.0635
H 0.34 -3.73 -6.32 0.0926
S 0.60 0.57 -2.01 0.4654
C -0.58 -1.51 3.07 -0.2757
H 4.64 -2.88 -3.53 0.0863
C 4.14 -0.44 -2.44 -0.0539
C -1.91 -3.22 -4.78 -0.0101
H -2.42 3.41 2.85 0.1017
C 0.89 -3.62 -0.80 -0.5970
C -2.47 -5.34 3.07 -0.0807
O 2.29 -1.77 -3.21 -0.1614
H -1.21 -3.97 -1.12 0.0831
C -0.70 -1.13 5.57 -0.0326
N -0.35 -1.03 1.93 -0.0464
C -4.35 -0.47 -2.92 -0.0127
O -2.72 1.18 -1.28 0.0866
C -0.79 -3.86 3.96 -0.0512
H 0.63 -4.24 -4.66 0.0848
C 3.46 -1.08 -3.65 -0.6423
Cl 5.20 -1.61 1.18 0.6499
C -0.36 -0.39 6.70 -0.0778
H 2.68 -0.49 -5.59 0.0815
C -0.26 -4.40 -1.42 -0.0020
Br -4.77 -4.91 -1.58 0.7256
H -1.46 -0.57 -5.41 0.0923
C 0.91 1.12 5.33 -0.0745
C -1.53 3.21 2.26 -0.0860
H 2.29 -4.06 -2.40 0.0765
H -1.05 -1.60 -6.80 0.0909
Cl 5.32 1.23 0.53 0.6623
H -1.89 -3.91 -3.94 0.0774
H 2.31 0.64 -4.27 0.0537
C -2.97 -4.31 2.29 -0.0687
O 0.72 -2.21 -1.11 -0.2701
H -0.74 -0.69 7.67 0.1026
H 3.86 -2.64 -5.10 0.0798
H -3.81 -4.48 1.63 0.0857
Re 0.05 -0.25 0.20 1.3503
H 0.22 -0.75 -5.92 0.0769
O -1.82 -0.65 -0.36 -0.2587
H -0.20 -4.39 -2.51 0.0629
H -2.08 1.17 1.92 0.0986
C -2.65 -0.01 -1.16 -0.5741
C -1.28 -2.83 3.17 -0.2028
C -5.24 -1.31 -3.57 -0.0734
C -0.22 -0.76 4.32 -0.1454
H -4.24 0.56 -3.21 0.1217
H 1.00 -4.78 1.00 0.1001
H 3.04 -3.48 -0.92 0.0814
H 1.61 -3.13 1.18 0.0837
H -2.93 -6.32 3.03 0.1020
H -2.08 -3.79 -5.69 0.0921
H -1.35 -1.98 5.67 0.1078
H 5.11 -0.05 -2.72 0.0892
N 2.00 -0.14 0.75 0.0644
H 3.93 0.58 -4.95 0.0922
C -0.60 4.21 2.03 -0.0985
H -2.72 -2.25 1.69 0.1062
```

***

(3)
Below is a structure of composition C19H21ClInOP in a non-equilibrium geometry, with properties calculated with ωB97M-V with the def2-TZVPD basis set.

E_HOMO (alpha / beta) (eV): -15.5 / -15.5
Multiplicity: 1
HOMO-LUMO gap (alpha / beta) (eV): 5.6635 / 5.6630
Total charge: +2
E_LUMO (alpha / beta) (eV): -9.8 / -9.8

Structure (XYZ):
```
44
Properties=species:S:1:pos:R:3:lowdin_charge:R:1
C -1.43 4.09 -1.07 -0.0323
C 0.07 -3.04 4.81 -0.0766
H 1.09 -3.00 4.37 0.0988
H 2.53 -0.88 1.18 0.0499
H 4.68 -1.38 0.11 0.1330
C -1.09 -1.23 -1.65 -0.0759
H -2.05 -2.48 -3.10 0.1259
H -1.76 1.99 -1.51 0.1214
C 0.68 3.24 0.55 -0.0469
C 3.04 0.05 -2.57 -0.0169
C 1.83 0.37 -1.96 -0.0777
H 3.19 0.28 -3.61 0.1255
H -4.62 -0.88 0.01 0.1343
H 0.01 -2.71 5.88 0.1315
C 3.89 -0.89 -0.48 -0.0391
H 1.55 2.87 1.10 0.1189
P 0.10 0.52 0.17 1.0141
C 0.43 4.60 0.37 -0.0359
C -0.17 2.29 -0.08 -0.3249
H -0.09 -1.35 -2.07 0.1079
H -1.54 -1.97 4.37 0.1171
Cl -0.44 0.79 4.05 0.0119
C -3.63 -0.97 -0.47 -0.0402
C -1.19 2.73 -0.93 -0.0623
O -0.71 -2.22 3.94 -0.2751
C -2.54 -0.30 0.08 -0.1047
H 0.63 -4.77 -2.02 0.0120
C -3.46 -1.72 -1.64 -0.0200
C 2.67 -0.59 0.13 -0.1049
H 1.09 5.34 0.83 0.1296
C 4.07 -0.56 -1.82 -0.0190
H -2.24 4.42 -1.73 0.1253
H -0.85 6.11 -0.52 0.1364
C -0.64 5.03 -0.41 -0.0173
H -0.14 -4.85 -2.07 0.0087
H 5.04 -0.75 -2.29 0.1319
C -1.27 -0.36 -0.58 -0.4229
C -2.19 -1.86 -2.21 -0.0404
C 1.65 0.05 -0.62 -0.3823
H 1.02 0.85 -2.52 0.1317
In 0.12 -0.87 2.30 0.9013
H -2.66 0.29 1.00 0.1120
H -0.35 -4.05 4.75 0.1078
H -4.32 -2.23 -2.09 0.1285
```

***

The following energy relative to the best compared isomer or geometry (same formula, charge and spin) values (in kcal/mol) correspond, in order, to the records above: 106.6 0.0 8.7.